(1)
The following is a DFT calculation (the ωB97M-V functional and the def2-TZVPD basis) of a cluster of 2 separate species, C4H8OS2 in total in a non-equilibrium geometry.

Values from the calculation:
* HOMO-LUMO gap: 8.24 eV
* LUMO level: -0.3 eV
* total charge: 0
* energy relative to the best compared isomer or geometry (same formula, charge and spin): 405.7 kJ/mol

Last column: natural (NBO) charge in e.
CARTESIAN COORDINATES (ANGSTROEM)
C1 0.0080 -1.0546 0.6840  0.15
S1 -3.1074 -1.1882 -0.8057  0.17
C2 1.5183 0.2083 -0.8846  -0.63
H1 -4.1674 -0.8729 0.1978  0.08
H2 -0.3012 -0.5316 2.3063  0.47
H3 -1.2037 1.6857 0.5009  0.15
O1 -0.5179 -1.3664 1.9145  -0.66
H4 0.9835 0.7099 1.1760  0.18
S2 -2.5107 1.3840 0.4303  0.05
H5 2.0711 -0.6166 -1.3558  0.21
H6 0.8344 0.4707 -1.6002  0.22
C3 0.8346 -0.0463 0.4194  -0.32
C4 -2.2170 0.2559 -0.8658  -0.46
H7 2.1722 0.9487 -0.6514  0.21
H8 -0.3392 -1.7194 -0.1261  0.18

(2)
The following is a DFT calculation (the ωB97M-V functional and the def2-TZVPD basis) of a structure of composition C12H13IN2O4Pt.

Values from the calculation:
* HOMO-LUMO gap: 8.02 eV
* LUMO level: -0.5 eV
* total charge: 0
* energy relative to the best compared isomer or geometry (same formula, charge and spin): 65.8 kJ/mol

Last column: natural (NBO) charge in e.
CARTESIAN COORDINATES (ANGSTROEM)
C1 1.1035 3.4851 0.8549  -0.15
C2 0.2841 -1.0498 -2.2249  -0.55
C3 -0.6481 4.0249 2.4440  -0.23
C4 0.2571 -1.7732 -0.8978  -0.22
C5 0.1411 4.3357 1.3105  -0.17
O1 0.9170 0.4616 4.5054  -0.57
C6 0.7323 0.5772 3.3260  0.77
H1 -0.0023 -2.8263 -1.0280  0.19
H2 1.7216 3.7205 -0.0004  0.24
C7 -1.4836 3.2102 -2.5858  -0.74
H3 -1.0248 4.1853 -2.4311  0.27
H4 2.1540 1.6433 1.2382  0.28
N1 -0.9896 1.7169 -0.5256  -0.46
Pt1 -0.1465 0.6091 0.9039  0.97
H5 -1.3833 4.7361 2.7944  0.23
H6 -0.7109 -0.9930 -2.6762  0.20
C8 0.9104 0.3649 -2.1910  0.77
O2 1.7129 0.5890 -1.2573  -0.79
H7 0.8953 -1.6443 -2.9089  0.24
N2 -0.7518 -1.1773 0.0420  -0.76
H8 -0.8832 -1.8052 0.8315  0.41
C9 -1.2156 2.3782 -1.4289  0.54
H9 1.2306 -1.6943 -0.4172  0.24
C10 -0.4770 2.8368 3.0906  -0.15
H10 -1.6485 -1.0993 -0.4302  0.40
I1 -0.2019 6.1401 0.3208  0.17
H11 -1.0534 2.5900 3.9723  0.24
H12 -1.0142 2.7162 -3.4361  0.32
O3 0.6677 -0.3871 2.4253  -0.69
C11 1.2872 2.2370 1.5049  -0.27
C12 0.4787 1.9013 2.6154  -0.20
H13 -2.5581 3.3245 -2.7215  0.25
O4 0.5353 1.1405 -3.0906  -0.78

(3)
The following is a DFT calculation (the ωB97M-V functional and the def2-TZVPD basis) of an isolated molecule of C4H6N2 in a non-equilibrium geometry.

Values from the calculation:
* HOMO-LUMO gap: 11.03 eV
* LUMO level: 1.0 eV
* total charge: 0
* structure (SMILES): N#CCN1CC1
* energy relative to the best compared isomer or geometry (same formula, charge and spin): 180.7 kJ/mol

Last column: natural (NBO) charge in e.
CARTESIAN COORDINATES (ANGSTROEM)
H1 1.7849 -0.7117 0.9093  0.24
H2 -2.2164 -0.7353 -0.3499  0.21
H3 1.2904 -1.6329 -0.5169  0.24
N1 1.6736 1.3435 -1.5101  -0.32
C1 -1.2893 -0.1710 -0.3342  -0.26
N2 -0.2521 -0.7026 0.5276  -0.38
C2 -0.8556 0.5710 0.8753  -0.26
H4 -1.4573 0.5704 1.7805  0.21
C3 1.4763 0.4299 -0.8283  0.25
H5 -0.9867 0.2693 -1.2824  0.20
H6 -0.2830 1.4797 0.6843  0.20
C4 1.1154 -0.7102 0.0448  -0.32

(4)
The following is a DFT calculation (the ωB97M-V functional and the def2-TZVPD basis) of a structure of composition C3H5NOS in a non-equilibrium geometry.

Values from the calculation:
* HOMO-LUMO gap: 9.30 eV
* LUMO level: -0.1 eV
* total charge: 0
* energy relative to the best compared isomer or geometry (same formula, charge and spin): 341.2 kJ/mol

Last column: natural (NBO) charge in e.
CARTESIAN COORDINATES (ANGSTROEM)
C1 1.6046 0.0507 0.9602  0.09
H1 1.6761 0.7994 -0.9236  0.40
S1 -0.7175 0.1848 -1.3945  -0.13
O1 -1.9651 -0.4736 0.7926  -0.55
H2 2.9089 1.2442 -0.0114  0.35
C2 0.3136 -0.3712 1.3180  -0.43
H3 -1.8797 1.2796 -1.2539  0.20
C3 -0.8009 -0.3238 0.3771  0.39
N1 2.1847 0.2289 -0.3010  -0.77
H4 0.1447 -0.4565 2.4730  0.26
H5 2.3547 0.2284 1.8623  0.20

(5)
The following is a DFT calculation (the ωB97M-V functional and the def2-TZVPD basis) of a cluster of 2 separate species, C3H4ClO6S2 in total in a non-equilibrium geometry.

Values from the calculation:
* ⟨S²⟩: 2.022
* HOMO-LUMO gap (alpha / beta): 4.85 / 7.43 eV
* LUMO level (alpha / beta): 3.2 / 1.3 eV
* total charge: -1
* spin multiplicity: 3

Last column: Mulliken spin population.
CARTESIAN COORDINATES (ANGSTROEM)
H1 1.1530 1.6101 -0.0079  0.01
H2 -1.2849 1.9975 -1.2894  0.00
S1 2.8774 -0.5161 0.3742  0.21
O1 3.5561 0.3832 1.3131  0.07
O2 3.3428 -0.1927 -0.9998  0.07
H3 -1.4252 1.5745 0.4541  0.00
O3 -2.4957 -0.4003 1.4432  0.03
O4 0.5252 -0.3010 0.3279  0.17
O5 -2.7203 -1.7650 -0.5513  0.01
C1 -0.2458 -1.8424 0.2174  1.13
S2 -1.9018 -0.9871 0.2747  0.08
C2 0.4160 0.8625 -0.4543  0.03
C3 -1.0072 1.2869 -0.4963  0.00
Cl1 0.0118 -2.4896 1.7431  0.15
O6 -1.6745 0.2058 -0.8408  0.03
H4 0.8731 0.5737 -1.5080  0.00

(6)
The following is a DFT calculation (the ωB97M-V functional and the def2-TZVPD basis) of an isolated molecule of C5H8O.

Values from the calculation:
* HOMO-LUMO gap: 10.78 eV
* LUMO level: 1.2 eV
* total charge: 0
* structure (SMILES): C=C[C@@H]1O[C@@H]1C
* energy relative to the best compared isomer or geometry (same formula, charge and spin): 186.5 kJ/mol

Last column: natural (NBO) charge in e.
CARTESIAN COORDINATES (ANGSTROEM)
C1 0.1594 -0.0727 -1.6336  -0.66
O1 0.4133 1.5657 0.2107  -0.49
H1 -0.6064 -0.6318 -1.0655  0.23
C2 0.8045 0.3542 0.8377  0.01
H2 0.7168 -0.8034 -2.2253  0.21
H3 0.0591 -1.4326 1.8719  0.21
H4 -0.2507 0.6783 -2.3235  0.22
C3 1.0329 0.5852 -0.6092  0.08
C4 -0.2664 -0.5560 1.3144  -0.22
H5 1.6715 0.4412 1.4931  0.19
C5 -1.5622 -0.3744 1.0719  -0.39
H6 2.0507 0.8313 -0.9126  0.18
H7 -1.9301 0.5343 0.6017  0.21
H8 -2.2924 -1.1193 1.3683  0.20

| no. | E (a.u.) |
| --- | --- |
| 1 | -1028.66852 |
| 2 | -1292.56715 |
| 3 | -265.46674 |
| 4 | -645.38174 |
| 5 | -1824.52321 |
| 6 | -270.48685 |